The following is a DFT calculation (the ωB97M-V functional and the def2-TZVPD basis) of a structure of composition C41H61MoO4PS2Se2 at a distorted geometry.

Last column: Mulliken spin population.
Positions of all 112 atoms, in Å:
Mo: -0.045 -0.946 -0.057  0.391
C: 5.264 -3.482 -5.128  0.000
C: 4.999 -3.711 -3.632  -0.001
C: 4.693 -5.196 -3.381  0.000
C: 6.272 -3.331 -2.865  0.000
C: 3.795 -2.892 -3.178  -0.003
C: 3.809 -2.166 -1.989  -0.004
C: 2.674 -1.494 -1.598  0.037
Se: 2.658 -0.387 0.001  0.013
C: 2.668 -1.535 1.558  -0.017
C: 3.859 -2.035 2.055  -0.001
C: 3.865 -2.724 3.259  -0.002
C: 2.654 -2.839 3.943  0.000
C: 1.441 -2.337 3.490  -0.006
C: 1.460 -1.675 2.254  0.037
O: 0.353 -1.194 1.637  0.023
C: 0.151 -2.471 4.303  0.001
C: -0.333 -1.056 4.665  -0.001
C: 0.380 -3.250 5.599  0.000
C: -0.927 -3.219 3.498  0.000
C: 5.127 -3.368 3.824  0.000
C: 6.383 -2.927 3.067  0.000
C: 5.304 -2.982 5.301  0.000
C: 4.978 -4.892 3.688  0.000
C: 1.495 -1.473 -2.368  0.005
O: 0.430 -0.886 -1.757  -0.005
C: 1.461 -2.178 -3.576  0.011
C: 2.624 -2.866 -3.924  -0.010
C: 0.270 -2.259 -4.544  -0.004
C: 0.730 -1.717 -5.907  0.000
C: -0.966 -1.462 -4.114  -0.003
C: -0.150 -3.730 -4.701  0.002
H: 6.150 -4.040 -5.432  0.000
H: 4.434 -3.818 -5.749  0.000
H: 5.438 -2.423 -5.327  0.000
H: 5.576 -5.800 -3.594  0.000
H: 4.407 -5.361 -2.340  0.000
H: 3.878 -5.543 -4.018  0.000
H: 7.128 -3.829 -3.321  0.000
H: 6.450 -2.255 -2.905  0.000
H: 6.229 -3.648 -1.821  0.000
H: 4.679 -2.131 -1.350  0.000
H: 4.765 -1.872 1.488  0.000
H: 2.659 -3.356 4.891  0.000
H: 0.399 -0.554 5.300  0.000
H: -0.480 -0.451 3.771  0.001
H: -1.280 -1.107 5.207  0.000
H: 1.091 -2.741 6.253  0.000
H: -0.564 -3.333 6.137  0.000
H: 0.739 -4.260 5.392  0.000
H: -1.202 -2.702 2.582  -0.003
H: -0.580 -4.220 3.232  0.000
H: -1.831 -3.322 4.102  0.000
H: 6.502 -1.842 3.102  0.000
H: 7.259 -3.377 3.533  0.000
H: 6.364 -3.250 2.025  0.000
H: 5.319 -1.896 5.407  0.000
H: 4.509 -3.379 5.932  0.000
H: 6.248 -3.377 5.677  0.000
H: 4.857 -5.166 2.639  0.001
H: 5.868 -5.394 4.073  0.000
H: 4.111 -5.258 4.240  0.000
H: 2.602 -3.432 -4.846  0.000
H: 1.086 -0.688 -5.822  0.000
H: 1.537 -2.318 -6.329  0.000
H: -0.102 -1.733 -6.612  0.000
H: -0.736 -0.414 -3.923  -0.001
H: -1.704 -1.493 -4.917  0.000
H: -1.431 -1.897 -3.229  -0.004
H: 0.659 -4.342 -5.101  0.000
H: -0.446 -4.145 -3.736  0.002
H: -0.997 -3.802 -5.385  0.000
C: -4.414 3.728 -0.843  0.000
C: -3.147 3.067 -1.337  -0.001
O: -3.166 1.635 -1.055  0.001
P: -2.406 1.029 0.175  -0.014
S: -2.531 -0.987 0.010  0.025
S: -0.458 1.567 0.247  -0.001
O: -3.203 1.589 1.420  0.001
C: -2.706 1.495 2.777  -0.001
C: -2.863 2.836 3.458  0.000
H: -4.346 4.804 -1.005  0.000
H: -4.556 3.540 0.220  0.000
H: -5.280 3.347 -1.383  0.000
H: -2.258 3.511 -0.885  0.000
H: -3.053 3.133 -2.418  0.000
H: -1.655 1.205 2.761  0.001
H: -3.283 0.720 3.278  0.000
H: -2.354 3.615 2.891  0.000
H: -2.418 2.780 4.452  0.000
H: -3.915 3.102 3.557  0.000
C: -0.393 -9.135 1.614  0.000
C: -0.332 -7.683 1.229  0.003
C: 0.873 -6.991 1.199  0.000
C: 0.948 -5.673 0.770  -0.060
C: 2.273 -4.960 0.740  0.170
C: -0.231 -5.045 0.355  0.042
Se: -0.065 -3.404 -0.652  0.464
C: -1.469 -5.685 0.432  -0.005
C: -2.768 -5.016 0.069  0.015
C: -1.490 -7.003 0.874  -0.001
H: 0.592 -9.597 1.564  0.000
H: -1.064 -9.672 0.945  0.000
H: -0.773 -9.258 2.630  0.000
H: 1.786 -7.492 1.501  0.001
H: 3.057 -5.596 1.147  0.010
H: 2.223 -4.044 1.332  -0.086
H: 2.546 -4.683 -0.283  -0.026
H: -2.605 -4.063 -0.434  -0.001
H: -3.359 -4.826 0.966  0.000
H: -3.357 -5.658 -0.586  0.003
H: -2.444 -7.518 0.923  0.001

Properties
2S+1: 2
Orbital gap (alpha / beta) (eV): 7.0 / 6.3
⟨S²⟩: 0.76
Electronic energy (hartree): -7908.6205
Charge: +1
HOMO level (alpha / beta) (eV): -10.5115 / -10.5884

The following is a DFT calculation (the ωB97M-V functional and the def2-TZVPD basis) of a structure of composition C3H9O2PS at a distorted geometry.

Last column: Löwdin charge in e.
Positions of all 16 atoms, in Å:
C: 2.927 0.647 0.543  -0.326
C: -2.205 -1.497 0.201  -0.336
C: -1.507 1.272 -0.633  -0.332
O: 1.468 -1.657 -0.109  -0.569
O: 1.818 1.167 0.013  -0.368
P: -1.097 -0.045 0.740  0.765
S: 0.634 -0.623 -0.645  0.807
H: 2.848 -0.540 0.474  0.072
H: 2.962 0.698 1.752  0.110
H: 3.818 1.196 0.081  0.098
H: -1.929 -2.292 0.762  -0.027
H: -1.875 -1.750 -0.830  0.029
H: -3.223 -1.109 0.334  0.042
H: -2.209 2.075 -0.402  0.034
H: -1.925 0.787 -1.478  0.008
H: -0.505 1.670 -0.803  -0.008

Properties
Orbital gap (alpha / beta) (eV): 8.2 / 8.2
Electronic energy (hartree): -1009.5886
Energy above the lowest of the compared OMol25 structures with the same formula, charge and spin (kJ/mol): 446.2
Charge: 0
HOMO level (alpha / beta) (eV): -9.0101 / -9.0090

The following is a DFT calculation (the ωB97M-V functional and the def2-TZVPD basis) of a cluster of 3 separate species, C2H12N2O2 in total at a distorted geometry.

Last column: Löwdin charge in e.
Positions of all 18 atoms, in Å:
N: 1.656 -0.248 -0.706  0.003
C: 1.116 -0.880 0.526  -0.270
C: 0.113 0.069 1.172  -0.301
N: -1.011 0.466 0.322  -0.001
H: 1.506 -0.836 -1.460  0.025
H: 2.656 -0.109 -0.669  0.063
H: 1.963 -1.089 1.174  0.100
H: 0.714 -1.868 0.302  0.097
H: -0.196 -0.450 2.085  0.101
H: 0.718 0.918 1.472  0.105
H: -1.204 -0.326 -0.291  0.042
H: -0.520 1.084 -0.328  0.037
O: 0.056 3.730 -0.896  -0.065
H: -0.831 3.352 -0.949  0.028
H: 0.236 4.122 -1.756  0.033
O: -2.072 -2.952 0.223  -0.066
H: -2.443 -2.891 -0.670  0.040
H: -2.456 -2.091 0.448  0.028

Properties
SMILES: NCCN.O.O
Orbital gap (eV): 10.1
Electronic energy (hartree): -343.3555
Energy above the lowest of the compared OMol25 structures with the same formula, charge and spin (kJ/mol): 98.8
Charge: 0
HOMO level (eV): -9.3227

The following is a DFT calculation (the ωB97M-V functional and the def2-TZVPD basis) of the molecule C4H6N2O.

Last column: Löwdin charge in e.
Positions of all 13 atoms, in Å:
N: -0.763 -1.291 1.337  0.068
C: -0.596 -0.191 0.426  -0.350
N: -0.413 -0.618 -0.951  0.029
C: 0.417 0.273 -1.573  -0.103
C: 1.044 1.126 -0.723  -0.014
C: 0.586 0.794 0.622  -0.383
O: 0.967 1.167 1.714  0.058
H: -1.050 -0.926 2.239  0.080
H: 0.125 -1.763 1.481  0.085
H: -1.494 0.444 0.497  0.164
H: -1.160 -1.085 -1.441  0.137
H: 0.531 0.219 -2.651  0.125
H: 1.804 1.851 -0.978  0.103

Properties
SMILES: N[C@@H]1NC=CC1=O
Orbital gap (eV): 9.3
Electronic energy (hartree): -340.7604
Energy above the lowest of the compared OMol25 structures with the same formula, charge and spin (kJ/mol): 90.6
Charge: 0
HOMO level (eV): -8.7091